Below is 9 unconnected molecules or ions with the total composition C36H85FN3O12S2 in a non-equilibrium geometry, with properties calculated with the ωB97M-V functional and the def2-TZVPD basis.

Summary:
total energy: -3385.551517 a.u.
highest occupied orbital energy: -4.63 eV
charge: -1
gap between HOMO and LUMO: 6.44 eV

The geometry in XYZ format:
```
139
C36H85FN3O12S2 | the Open Molecules 2025 dataset | the ωB97M-V functional and the def2-TZVPD basis
C -1.97556 6.36054 -2.88131
C -2.79647 4.98368 -2.53545
O -2.02172 3.77344 -2.87877
C -1.52820 3.28238 -1.56513
C -0.42979 2.06226 -1.76786
C 0.65131 2.20424 -0.53286
C 0.57687 0.81495 0.33385
C 1.94296 -0.08456 0.05767
N 1.57782 -1.52153 -0.11636
N 2.03441 -1.90690 -1.34783
C 1.88563 -2.44143 1.01521
C 1.16234 -3.89435 0.58896
C -0.34960 -3.73895 -0.01090
C -1.53401 -3.45771 1.08203
S -3.13721 -3.25036 0.06345
C -4.40569 -2.25247 1.05752
S -5.97347 -2.16400 0.40739
N -3.92523 -1.65146 2.35809
C -4.18117 -2.62760 3.48523
C -3.46150 -1.95513 4.83573
O -4.33454 -0.80017 5.19411
C -4.20402 0.26290 4.18230
C -4.49256 -0.27628 2.62528
C 1.22716 -2.06787 2.47408
O 1.19919 -0.82937 3.03546
O 0.65132 -3.10964 3.39265
C 3.46031 -2.82264 1.25552
F 4.44479 -1.82877 0.75790
C 3.89061 -3.17125 2.79823
C 4.37818 -1.83024 3.67273
H -0.81515 6.24052 -2.64763
H -2.17610 6.72209 -3.99552
H -2.39407 7.21055 -2.17175
H -3.78628 4.95824 -3.18056
H -3.10833 4.96476 -1.40357
H -1.03518 4.22009 -1.02820
H -2.43998 2.92354 -0.92344
H -1.02472 1.03493 -1.76006
H 0.15790 2.13449 -2.78797
H 1.75220 2.39502 -0.91747
H 0.41026 3.11471 0.19418
H -0.34587 0.13202 0.10624
H 0.47090 1.14079 1.47706
H 2.65331 0.00714 0.98945
H 2.54892 0.28312 -0.89608
H 1.43101 -2.58705 -1.84926
H 3.04795 -2.12251 -1.39723
H 1.81111 -4.32473 -0.31800
H 1.26511 -4.70895 1.43810
H -0.48096 -2.96218 -0.87530
H -0.61105 -4.79738 -0.50104
H -1.42305 -2.47100 1.70086
H -1.64863 -4.34090 1.87388
H -3.71719 -3.68868 3.21837
H -5.34009 -2.65804 3.66392
H -3.32012 -2.72476 5.70626
H -2.38183 -1.55400 4.52256
H -5.06197 1.05472 4.42958
H -3.17034 0.80017 4.29372
H -3.92828 0.51718 1.93485
H -5.64980 -0.17478 2.47616
H 3.69213 -3.81793 0.63603
H 4.89310 -3.81639 2.70610
H 3.14636 -3.85571 3.38698
H 3.70213 -1.81096 4.65094
H 5.52923 -1.85183 3.92413
H 4.09950 -0.82451 3.09485
C -3.76895 -8.05787 -0.22547
C -4.01691 -7.15493 -1.41611
O -4.74719 -6.00673 -1.01034
H -4.71696 -8.36769 0.22642
H -3.21071 -8.95020 -0.52235
H -3.20405 -7.53018 0.54992
H -4.60034 -7.67880 -2.17897
H -3.07348 -6.83031 -1.86569
H -4.21680 -5.54402 -0.33907
C 8.13145 -2.34671 -1.72664
C 6.71201 -1.82188 -1.79090
O 5.79980 -2.90362 -1.90942
H 8.36760 -2.92819 -2.62389
H 8.84756 -1.52473 -1.63965
H 8.25824 -3.01707 -0.87028
H 6.58376 -1.17015 -2.66014
H 6.46386 -1.25020 -0.89137
H 5.91575 -3.47182 -1.12858
C -6.40866 -6.81695 -5.57096
C -7.54953 -7.41807 -4.77631
O -7.09370 -7.80139 -3.48728
H -5.58894 -7.53592 -5.67128
H -6.74257 -6.52022 -6.56920
H -6.00105 -5.93865 -5.05982
H -7.93937 -8.30790 -5.27931
H -8.36785 -6.70079 -4.66049
H -6.75736 -7.00269 -3.04573
C 7.50160 2.02236 4.91754
C 6.38444 1.96223 3.89639
O 5.62776 0.77396 4.07469
H 8.15866 1.15184 4.82061
H 8.09738 2.93064 4.79068
H 7.09774 2.00470 5.93508
H 6.79311 1.95788 2.88162
H 5.71556 2.82267 3.99534
H 5.26226 0.79156 4.97586
C 9.27737 3.05558 8.65409
C 7.85792 3.58041 8.58983
O 6.94572 2.49867 8.47131
H 9.51351 2.47410 7.75684
H 9.99348 3.87756 8.74108
H 9.40416 2.38522 9.51045
H 7.72968 4.23214 7.72059
H 7.60978 4.15209 9.48936
H 7.06167 1.93047 9.25215
C -6.08437 -2.84079 -8.23815
C -7.22525 -3.44190 -7.44350
O -6.76942 -3.82523 -6.15447
H -5.26466 -3.55976 -8.33847
H -6.41829 -2.54406 -9.23639
H -5.67677 -1.96249 -7.72701
H -7.61508 -4.33174 -7.94650
H -8.04356 -2.72463 -7.32768
H -6.43307 -3.02653 -5.71292
C 2.94016 7.53262 -2.77747
C 1.82655 7.98255 -3.70042
O 0.62406 8.14989 -2.96398
H 2.67646 6.58947 -2.28771
H 3.87336 7.39463 -3.33075
H 3.10627 8.26808 -1.98356
H 1.64898 7.23486 -4.47902
H 2.07709 8.93165 -4.18412
H 0.78985 8.82188 -2.28064
C -3.30837 10.73910 -1.11432
C -3.80281 9.95509 -2.31234
O -2.86903 10.05638 -3.37729
H -3.16483 11.79247 -1.37651
H -4.01936 10.67489 -0.28583
H -2.33826 10.35997 -0.77677
H -4.76154 10.35111 -2.65991
H -3.93644 8.89825 -2.06177
H -2.02342 9.69436 -3.06120
```